1.
Computed, not measured: 12 unconnected molecules or ions with the total composition C30H84N6O12 at a distorted geometry, with wB97M-V/def2-TZVPD.

Calculated values
Total charge: 0
Energy relative to the best compared isomer or geometry (same formula, charge and spin) (kcal per mole): 124.5
Total energy (eV): -65980.3573
Frontier orbital gap (eV): 9.2

```
132
Properties=species:S:1:pos:R:3:lowdin_charge:R:1
N 14.858 -1.853 -9.141 0.17
C 15.382 -0.890 -8.466 -0.83
N 16.423 -1.266 -7.877 0.18
O 15.063 0.294 -8.602 0.01
H 14.012 -1.800 -9.691 0.12
H 15.047 -2.750 -8.717 0.10
H 16.517 -2.268 -7.800 0.11
H 16.888 -0.761 -7.136 0.13
N 20.996 -9.588 -1.650 0.15
C 19.894 -8.859 -1.682 -0.78
N 20.069 -7.558 -1.498 0.16
O 18.809 -9.383 -1.779 0.03
H 21.926 -9.199 -1.593 0.11
H 20.764 -10.570 -1.676 0.12
H 19.250 -6.998 -1.306 0.12
H 21.028 -7.246 -1.546 0.10
N 9.898 -12.530 -4.748 0.17
C 10.295 -11.355 -5.130 -0.79
N 11.008 -11.345 -6.294 0.14
O 10.282 -10.365 -4.469 0.05
H 9.349 -12.433 -3.906 0.12
H 9.966 -13.403 -5.251 0.11
H 11.366 -10.437 -6.555 0.11
H 11.092 -12.218 -6.796 0.09
C 10.870 -2.757 -6.399 -0.06
C 11.184 -4.273 -6.441 -0.46
C 11.283 -4.851 -7.891 -0.04
O 12.395 -4.387 -5.708 -0.07
H 9.792 -2.620 -6.483 0.07
H 11.401 -2.171 -7.149 0.07
H 11.140 -2.253 -5.471 0.07
H 10.367 -4.751 -5.902 0.13
H 10.358 -4.878 -8.468 0.08
H 11.652 -5.872 -7.796 0.07
H 11.993 -4.345 -8.545 0.06
H 12.205 -4.580 -4.787 0.09
C 13.143 -10.013 -13.098 -0.06
C 13.838 -8.828 -12.408 -0.53
C 15.237 -8.586 -12.850 -0.06
O 13.112 -7.693 -12.782 -0.05
H 13.707 -10.884 -12.763 0.07
H 13.115 -10.028 -14.188 0.08
H 12.093 -10.132 -12.833 0.07
H 13.874 -8.927 -11.324 0.13
H 15.198 -8.141 -13.844 0.09
H 15.944 -9.409 -12.741 0.09
H 15.497 -7.760 -12.188 0.08
H 12.180 -7.762 -12.563 0.09
C 23.943 -9.142 -8.112 -0.07
C 24.612 -7.949 -8.766 -0.49
C 23.934 -6.573 -8.360 -0.05
O 26.008 -7.997 -8.553 -0.04
H 24.065 -8.999 -7.038 0.08
H 24.392 -10.100 -8.373 0.08
H 22.883 -9.264 -8.337 0.08
H 24.419 -8.014 -9.837 0.12
H 24.050 -6.369 -7.296 0.07
H 22.854 -6.670 -8.476 0.07
H 24.367 -5.682 -8.815 0.07
H 26.307 -7.215 -8.084 0.08
C 23.794 1.162 -6.704 -0.08
C 23.953 -0.359 -6.808 -0.50
C 22.685 -1.069 -7.281 -0.05
O 25.112 -0.496 -7.578 -0.04
H 24.707 1.749 -6.604 0.07
H 23.301 1.471 -5.782 0.07
H 23.318 1.642 -7.559 0.08
H 24.135 -0.633 -5.769 0.13
H 22.777 -2.146 -7.141 0.07
H 22.528 -0.943 -8.353 0.08
H 21.735 -0.825 -6.805 0.08
H 24.857 -0.423 -8.501 0.09
C 14.757 -13.971 -3.890 -0.06
C 15.262 -12.818 -3.122 -0.54
C 14.642 -12.757 -1.764 -0.08
O 16.611 -12.894 -2.743 -0.04
H 13.683 -13.970 -4.078 0.08
H 14.977 -14.867 -3.310 0.09
H 15.187 -14.009 -4.891 0.08
H 15.056 -11.905 -3.681 0.14
H 14.894 -13.510 -1.017 0.09
H 13.561 -12.616 -1.751 0.08
H 14.926 -11.818 -1.289 0.08
H 16.893 -11.982 -2.635 0.09
C 19.231 -14.610 -10.661 -0.07
C 17.878 -13.926 -10.773 -0.47
C 17.822 -12.591 -9.897 -0.04
O 17.782 -13.453 -12.116 -0.07
H 19.949 -13.921 -11.104 0.09
H 19.236 -15.581 -11.157 0.08
H 19.425 -14.820 -9.609 0.08
H 17.025 -14.546 -10.500 0.13
H 17.878 -12.727 -8.817 0.07
H 16.834 -12.229 -10.182 0.06
H 18.515 -11.827 -10.249 0.07
H 18.359 -14.071 -12.572 0.07
C 16.415 -7.867 -6.705 -0.04
C 17.241 -6.583 -6.399 -0.49
C 18.598 -6.657 -7.021 -0.07
O 16.567 -5.406 -6.828 -0.06
H 16.409 -8.038 -7.782 0.07
H 15.370 -7.838 -6.397 0.07
H 16.835 -8.728 -6.186 0.08
H 17.408 -6.465 -5.328 0.13
H 18.990 -5.700 -7.368 0.08
H 18.587 -7.278 -7.916 0.08
H 19.347 -7.008 -6.311 0.08
H 15.772 -5.313 -6.299 0.08
C 19.308 -1.087 -1.375 -0.07
C 20.330 -1.899 -2.162 -0.46
C 19.784 -2.856 -3.290 -0.04
O 21.136 -0.914 -2.811 -0.07
H 18.648 -0.369 -1.860 0.08
H 19.801 -0.413 -0.674 0.07
H 18.735 -1.858 -0.861 0.08
H 20.910 -2.517 -1.476 0.13
H 19.045 -3.561 -2.908 0.06
H 20.545 -3.401 -3.848 0.07
H 19.187 -2.309 -4.020 0.07
H 21.650 -0.479 -2.127 0.08
C 22.496 -8.435 -15.058 -0.06
C 21.754 -9.138 -13.952 -0.56
C 20.891 -8.258 -13.020 -0.04
O 20.905 -9.956 -14.612 -0.04
H 23.050 -7.548 -14.751 0.08
H 21.810 -8.011 -15.791 0.08
H 23.229 -9.032 -15.600 0.08
H 22.496 -9.707 -13.392 0.13
H 21.578 -7.605 -12.482 0.07
H 20.191 -8.836 -12.418 0.07
H 20.295 -7.674 -13.722 0.08
H 20.585 -10.637 -14.015 0.10
```

2.
Computed, not measured: 9 unconnected molecules or ions with the total composition C30H84N6O12 at a distorted geometry, with wB97M-V/def2-TZVPD.

Calculated values
Total charge: 0
Energy relative to the best compared isomer or geometry (same formula, charge and spin) (kcal per mole): 220.0
Total energy (eV): -65976.2140
Frontier orbital gap (eV): 9.4

```
132
Properties=species:S:1:pos:R:3:lowdin_charge:R:1
C -16.257 -9.644 10.578 -0.11
O -16.043 -8.918 11.814 -0.18
C -17.319 -8.783 12.432 -0.21
C -17.161 -8.201 13.815 -0.43
C -18.443 -7.822 14.466 -0.06
N -16.237 -7.063 13.835 0.05
H -15.286 -9.916 10.126 0.09
H -16.955 -9.149 9.839 0.09
H -16.807 -10.547 10.854 0.07
H -17.943 -8.107 11.868 0.09
H -17.813 -9.782 12.486 0.14
H -16.599 -8.981 14.391 0.15
H -18.238 -7.215 15.430 0.11
H -19.151 -8.657 14.638 0.08
H -19.038 -7.174 13.832 0.05
H -15.407 -7.341 13.285 0.08
H -16.576 -6.232 13.372 0.05
C -21.441 -5.114 13.300 -0.16
O -21.603 -5.414 14.612 -0.19
C -22.749 -4.913 15.167 -0.24
C -22.525 -4.457 16.629 -0.42
C -21.918 -3.063 16.652 -0.08
N -21.726 -5.311 17.539 0.04
H -20.376 -5.323 12.931 0.09
H -21.569 -3.932 13.152 0.14
H -22.002 -5.711 12.560 0.08
H -23.167 -4.047 14.590 0.13
H -23.526 -5.660 15.140 0.10
H -23.534 -4.434 17.068 0.13
H -22.616 -2.289 16.265 0.09
H -21.110 -2.977 15.949 0.06
H -21.478 -2.821 17.637 0.08
H -22.371 -6.073 17.781 0.07
H -20.825 -5.534 17.074 0.09
C -17.226 -11.228 7.841 -0.09
O -17.529 -12.209 8.839 -0.20
C -18.553 -13.148 8.473 -0.17
C -19.933 -12.783 9.148 -0.44
C -19.921 -12.990 10.648 -0.08
N -20.966 -13.718 8.707 0.01
H -18.110 -10.689 7.551 0.08
H -16.781 -11.661 6.960 0.08
H -16.527 -10.520 8.281 0.06
H -18.709 -13.199 7.378 0.12
H -18.234 -14.118 8.798 0.11
H -20.288 -11.733 8.955 0.15
H -19.297 -12.177 11.030 0.07
H -19.493 -13.983 10.876 0.09
H -20.935 -12.868 11.001 0.07
H -20.900 -14.586 9.305 0.10
H -20.905 -13.949 7.758 0.04
C -17.929 -3.679 13.339 -0.11
O -17.607 -4.723 12.461 -0.24
C -16.829 -4.465 11.283 -0.18
C -17.601 -4.790 10.009 -0.43
C -18.076 -6.246 9.987 -0.04
N -16.698 -4.463 8.953 0.05
H -17.120 -3.262 13.945 0.09
H -18.754 -4.040 14.050 0.10
H -18.452 -2.900 12.773 0.09
H -16.450 -3.453 11.263 0.12
H -15.969 -5.122 11.346 0.10
H -18.437 -4.084 10.014 0.14
H -18.874 -6.480 10.713 0.07
H -17.266 -6.955 10.059 0.05
H -18.520 -6.374 8.989 0.08
H -16.985 -4.694 8.039 0.06
H -15.788 -4.890 9.077 0.05
C -16.078 -4.151 20.971 -0.10
O -16.545 -5.433 20.650 -0.23
C -17.193 -5.948 21.795 -0.26
C -18.173 -6.979 21.421 -0.43
C -19.322 -6.309 20.687 -0.06
N -18.665 -7.665 22.659 0.07
H -16.975 -3.471 20.867 0.11
H -15.223 -3.972 20.293 0.10
H -15.733 -4.037 21.974 0.07
H -16.448 -6.290 22.491 0.13
H -17.848 -5.188 22.285 0.14
H -17.623 -7.667 20.740 0.14
H -19.970 -5.691 21.331 0.09
H -20.015 -7.023 20.283 0.07
H -18.864 -5.665 19.919 0.09
H -19.644 -7.795 22.609 0.05
H -18.199 -8.523 22.766 0.05
C -11.721 -3.121 9.816 -0.07
O -11.099 -2.972 11.121 -0.19
C -11.960 -3.171 12.219 -0.20
C -12.780 -4.492 12.083 -0.40
C -13.336 -4.829 13.418 -0.06
N -11.887 -5.578 11.509 0.04
H -12.651 -2.614 9.682 0.09
H -11.798 -4.205 9.577 0.08
H -10.968 -2.675 9.166 0.09
H -11.343 -3.150 13.103 0.12
H -12.699 -2.403 12.384 0.12
H -13.594 -4.166 11.394 0.12
H -14.105 -5.573 13.478 0.05
H -13.815 -3.908 13.719 0.08
H -12.571 -5.111 14.183 0.11
H -11.025 -5.211 11.123 0.07
H -11.592 -6.253 12.233 0.10
O -15.029 -7.726 19.887 -0.11
C -15.566 -7.717 18.568 -0.22
C -14.953 -6.562 17.744 -0.23
O -15.777 -6.204 16.638 -0.12
H -15.392 -7.003 20.435 0.05
H -15.281 -8.688 18.167 0.12
H -16.647 -7.625 18.691 0.10
H -13.970 -6.727 17.393 0.10
H -14.957 -5.592 18.374 0.13
H -15.638 -6.725 15.812 0.05
O -21.163 -8.218 12.446 -0.08
C -22.060 -8.531 13.529 -0.21
C -23.483 -7.976 13.354 -0.26
O -23.985 -8.283 12.091 -0.02
H -21.631 -8.419 11.642 0.07
H -22.086 -9.603 13.723 0.12
H -21.609 -8.005 14.390 0.11
H -23.604 -6.896 13.488 0.09
H -24.072 -8.403 14.166 0.12
H -24.398 -9.104 12.181 0.06
O -13.987 -6.114 9.798 -0.10
C -13.914 -7.389 9.259 -0.29
C -12.972 -7.387 8.117 -0.25
O -12.665 -8.714 7.675 -0.06
H -13.184 -5.965 10.355 0.02
H -13.577 -8.171 9.943 0.12
H -14.876 -7.704 8.899 0.11
H -12.003 -6.952 8.377 0.12
H -13.407 -6.772 7.309 0.13
H -11.933 -8.626 7.091 0.06
```

3.
Computed, not measured: 11 unconnected molecules or ions with the total composition C30H85N3O20 at a distorted geometry, with wB97M-V/def2-TZVPD.

Calculated values
Total charge: 0
Total energy (eV): -77896.5270
Frontier orbital gap (eV): 8.5

```
138
Properties=species:S:1:pos:R:3:lowdin_charge:R:1
C 2.762 11.759 2.171 -0.14
O 2.061 10.583 1.857 -0.17
C 2.387 9.550 2.812 -0.21
C 2.302 8.130 2.192 -0.19
N 3.252 8.140 1.059 -0.09
C 3.206 6.906 0.236 -0.18
C 1.879 6.795 -0.493 -0.23
O 1.968 5.764 -1.506 -0.18
C 0.659 5.562 -2.049 -0.12
H 2.704 12.132 3.194 0.09
H 2.408 12.589 1.559 0.09
H 3.829 11.702 1.957 0.09
H 1.756 9.528 3.701 0.11
H 3.390 9.624 3.233 0.12
H 1.331 8.035 1.706 0.10
H 2.546 7.295 2.848 0.12
H 2.923 8.956 0.563 0.09
H 3.583 6.133 0.905 0.12
H 3.803 7.116 -0.651 0.12
H 1.555 7.768 -0.862 0.13
H 1.108 6.388 0.161 0.11
H -0.157 5.989 -1.466 0.08
H 0.486 4.487 -2.113 0.08
H 0.472 6.024 -3.018 0.08
C -3.256 -6.993 -4.249 -0.09
O -3.135 -7.526 -2.897 -0.20
C -1.763 -7.773 -2.538 -0.21
C -0.870 -6.488 -2.393 -0.20
N -1.545 -5.513 -1.547 -0.07
C -1.157 -4.076 -1.589 -0.16
C -2.049 -3.339 -0.564 -0.22
O -3.465 -3.239 -0.858 -0.21
C -4.273 -2.814 0.320 -0.06
H -4.326 -6.954 -4.453 0.09
H -2.783 -7.582 -5.035 0.08
H -2.896 -5.967 -4.316 0.07
H -1.378 -8.532 -3.219 0.11
H -1.795 -8.244 -1.555 0.11
H -0.844 -6.223 -3.450 0.09
H 0.144 -6.538 -1.995 0.11
H -2.535 -5.630 -1.385 0.10
H -1.347 -3.728 -2.604 0.11
H -0.144 -3.923 -1.216 0.11
H -1.789 -2.289 -0.428 0.11
H -1.819 -3.864 0.363 0.11
H -4.140 -3.385 1.239 0.09
H -5.298 -2.962 -0.022 0.07
H -4.256 -1.733 0.454 0.09
C -1.393 -1.570 2.560 -0.12
O -2.075 -1.214 3.714 -0.17
C -1.234 -1.086 4.838 -0.23
C -1.633 -0.119 5.932 -0.18
N -2.971 -0.283 6.563 -0.07
C -3.016 -1.403 7.479 -0.21
C -4.390 -1.743 8.092 -0.19
O -4.148 -2.227 9.428 -0.22
C -4.096 -1.202 10.472 -0.08
H -2.033 -2.081 1.841 0.05
H -0.534 -2.213 2.750 0.09
H -1.134 -0.686 1.978 0.10
H -0.335 -0.741 4.327 0.10
H -0.921 -2.040 5.262 0.12
H -1.634 0.926 5.621 0.11
H -0.864 -0.164 6.704 0.12
H -3.753 -0.045 5.970 0.11
H -2.347 -1.222 8.320 0.11
H -2.508 -2.237 6.995 0.11
H -4.834 -2.496 7.441 0.11
H -5.239 -1.059 8.092 0.12
H -3.677 -1.674 11.361 0.08
H -5.098 -0.862 10.732 0.08
H -3.371 -0.426 10.226 0.08
O 5.085 -1.088 -0.111 -0.08
C 4.614 -2.393 -0.523 -0.18
C 3.590 -3.034 0.451 -0.26
O 2.476 -2.316 0.851 -0.05
H 4.302 -0.552 0.034 0.02
H 4.220 -2.299 -1.535 0.08
H 5.481 -3.054 -0.539 0.12
H 4.151 -3.491 1.266 0.11
H 3.207 -3.945 -0.009 0.11
H 2.006 -2.905 1.446 0.09
O 2.510 -4.600 -5.649 -0.05
C 3.535 -3.891 -5.102 -0.27
C 3.019 -2.745 -4.192 -0.28
O 2.337 -3.343 -3.178 -0.06
H 1.984 -4.002 -6.185 0.10
H 4.068 -4.681 -4.573 0.13
H 4.084 -3.426 -5.922 0.12
H 2.475 -1.998 -4.771 0.12
H 3.933 -2.342 -3.757 0.11
H 2.288 -4.270 -3.423 0.08
O 5.284 -1.151 4.646 -0.03
C 4.668 -1.020 3.437 -0.30
C 3.360 -0.277 3.534 -0.24
O 2.311 -1.156 3.763 -0.07
H 4.604 -1.601 5.154 0.09
H 5.393 -0.399 2.912 0.13
H 4.536 -1.974 2.926 0.11
H 3.223 -0.043 2.478 0.10
H 3.410 0.552 4.239 0.14
H 2.342 -1.851 3.101 0.05
O -2.004 4.447 -4.395 -0.05
C -1.463 4.213 -5.638 -0.26
C -0.896 2.794 -5.744 -0.23
O 0.101 2.556 -4.760 -0.08
H -1.338 4.748 -3.772 0.06
H -2.147 4.463 -6.450 0.12
H -0.661 4.949 -5.698 0.11
H -0.346 2.742 -6.683 0.11
H -1.631 1.990 -5.705 0.12
H -0.031 1.640 -4.504 0.06
O -6.744 -2.967 -4.002 -0.06
C -5.658 -2.830 -3.189 -0.28
C -4.946 -1.521 -3.443 -0.24
O -5.636 -0.311 -3.105 -0.05
H -7.410 -2.314 -3.776 0.09
H -6.173 -2.950 -2.236 0.12
H -4.977 -3.567 -3.614 0.13
H -4.583 -1.545 -4.471 0.13
H -4.120 -1.457 -2.735 0.09
H -6.248 -0.103 -3.814 0.08
O 2.846 0.783 -0.396 -0.10
C 2.959 1.810 -1.422 -0.18
C 3.310 1.120 -2.734 -0.21
O 2.361 0.125 -3.077 -0.07
H 2.716 1.204 0.457 0.09
H 1.973 2.266 -1.338 0.11
H 3.741 2.521 -1.156 0.13
H 4.292 0.681 -2.557 0.12
H 3.420 1.782 -3.592 0.13
H 2.694 -0.636 -2.594 0.06
O -0.017 0.189 -1.743 -0.04
H 0.529 0.969 -1.840 0.02
H 0.606 -0.523 -1.593 0.04
O -1.725 -0.553 -3.791 -0.06
H -2.484 -0.847 -3.287 -0.01
H -1.064 -0.348 -3.130 -0.03
```